# 1
Here is 2 unconnected molecules or ions with the total composition C4H8F3NO at a distorted geometry from the Open Molecules 2025 dataset. Energies are from ωB97M-V/def2-TZVPD.

```
! RIJCOSX wB97M-V def2-TZVPD def2/J DEFGRID3
* xyz 0 1
C -0.82 -0.40 0.96
C 0.11 -1.05 -1.31
C -0.14 0.03 -0.32
C 2.65 0.58 0.23
N -0.26 2.22 0.25
O -0.06 1.23 -0.69
F 2.53 1.48 -0.73
F 3.04 -0.63 -0.37
F 3.78 0.94 0.96
H -1.01 0.47 1.63
H -0.21 -1.04 1.66
H -1.86 -0.81 0.84
H 0.22 -0.82 -2.44
H 0.99 -1.53 -0.93
H -0.69 -1.78 -1.17
H -0.38 3.14 -0.32
H 1.77 0.43 0.90
*
```

Properties
Kohn-Sham gap (alpha / beta) = 0.2985 / 0.2983 Eh

Atom charges from the Mulliken analysis, given in e for atoms 1 to 8: C -1.16; C -1.05; C 0.80; C 0.55; N -0.70; O -0.04; F -0.20; F -0.27

# 2
Here is a molecular structure, C12H12NO4SbSe4SiW at a distorted geometry from the Open Molecules 2025 dataset. Energies are from ωB97M-V/def2-TZVPD.

```
! RIJCOSX wB97M-V def2-TZVPD def2/J DEFGRID3
* xyz 0 1
W -1.15 -0.28 -0.04
O 3.12 -6.18 -0.88
C 3.04 -5.06 -0.43
O 3.85 -4.26 0.14
C 2.03 -3.98 -0.40
C 1.95 -2.99 -1.43
C 1.13 -1.93 -1.31
N 0.29 -1.76 -0.24
C 0.31 -2.74 0.72
C 1.12 -3.82 0.68
C -0.67 -2.50 1.81
O -0.70 -3.03 2.87
O -1.51 -1.50 1.44
H 2.57 -3.09 -2.31
H 1.07 -1.17 -2.07
H 1.07 -4.54 1.49
C 0.42 4.63 -2.29
Si 0.92 3.00 -3.04
C 2.73 2.94 -3.43
C -0.15 2.55 -4.50
C 0.55 1.69 -1.76
C 0.29 0.84 -0.92
H -0.67 4.74 -2.24
H 0.80 5.46 -2.89
H 0.82 4.74 -1.28
H 3.00 3.72 -4.14
H 3.01 1.98 -3.86
H 3.33 3.09 -2.53
H 0.15 1.59 -4.93
H -0.07 3.31 -5.28
H -1.20 2.49 -4.21
Se -1.22 1.20 2.07
Sb -2.78 2.24 -0.18
Se -2.66 -0.92 -1.59
Se -5.01 2.83 -0.04
Se -1.17 3.46 1.42
*
```

Properties
Kohn-Sham gap = 0.1875 Eh

Atom charges from the Mulliken analysis, given in e for atoms 1 to 8: W 1.18; O -0.63; C 0.07; O -0.53; C 1.05; C -0.63; C -0.47; N -0.38

# 3
Here is a molecular structure, C5H13O3Pm at a distorted geometry from the Open Molecules 2025 dataset. Energies are from ωB97M-V/def2-TZVPD.

```
! RIJCOSX wB97M-V def2-TZVPD def2/J DEFGRID3
* xyz 1 6
C -0.12 1.22 2.13
C 0.31 1.87 0.84
O 0.60 0.81 -0.12
C 1.20 1.24 -1.32
C 1.40 0.09 -2.28
O 0.28 -0.22 -3.08
C -0.81 -0.79 -2.39
H 0.53 1.58 2.94
H -1.08 1.21 2.66
H 1.25 2.44 0.95
H -0.44 2.52 0.37
H 2.19 1.69 -1.09
H 0.58 2.02 -1.80
H 1.73 -0.80 -1.72
H 2.20 0.36 -2.98
H -1.53 -1.14 -3.14
H -0.48 -1.66 -1.78
H -1.30 -0.07 -1.73
Pm 0.20 -1.10 1.48
O -2.26 -0.79 1.23
H -2.79 -1.11 0.50
H -2.51 0.23 1.41
*
```

Properties
⟨S²⟩ = 8.76
Kohn-Sham gap (alpha / beta) = 0.2284 / 0.2739 Eh

Atom charges from the Mulliken analysis, given in e for atoms 1 to 8: C -1.66; C 0.15; O -0.22; C -0.61; C -0.47; O -0.39; C -0.39; H 0.25

# 4
Here is 3 unconnected molecules or ions with the total composition C6H14N2 at a distorted geometry from the Open Molecules 2025 dataset. Energies are from ωB97M-V/def2-TZVPD.

```
! RIJCOSX wB97M-V def2-TZVPD def2/J DEFGRID3
* xyz 0 1
H -0.17 -3.07 0.30
N -0.42 -2.24 0.84
C -0.99 -1.34 0.16
N -1.46 -1.41 -1.12
H -1.35 -0.40 0.71
H -1.07 -2.12 -1.72
H -1.72 -0.56 -1.58
C 1.57 -0.30 -1.65
C 1.27 0.17 -0.45
C 2.05 -0.11 0.79
H 1.00 -0.06 -2.53
H 2.38 -1.00 -1.79
H 0.50 0.98 -0.33
H 2.94 -0.69 0.58
H 2.35 0.82 1.27
H 1.44 -0.66 1.49
C -1.78 1.53 1.12
C -0.90 2.32 0.49
H -2.77 1.36 0.72
H -1.68 1.31 2.17
H -0.05 2.73 1.00
H -1.13 2.75 -0.48
*
```

Properties
Kohn-Sham gap = 0.3713 Eh
structure (SMILES) = [H]/N=C\N.C=CC.C=C

Atom charges from the Mulliken analysis, given in e for atoms 1 to 8: H 0.19; N -0.63; C 0.23; N -0.46; H 0.17; H 0.23; H 0.23; C -0.86

# 5
Here is 18 unconnected molecules or ions with the total composition C40H126N10O18 at a distorted geometry from the Open Molecules 2025 dataset. Energies are from ωB97M-V/def2-TZVPD.

```
! RIJCOSX wB97M-V def2-TZVPD def2/J DEFGRID3
* xyz 0 1
C -2.93 1.03 -3.20
C -4.02 2.01 -3.67
C -3.35 3.21 -4.30
O -2.63 3.90 -3.29
C -1.98 5.07 -3.80
N -4.80 1.31 -4.70
H -2.26 0.82 -4.04
H -3.28 0.10 -2.75
H -2.31 1.48 -2.42
H -4.60 2.31 -2.79
H -4.10 3.91 -4.72
H -2.67 2.95 -5.12
H -2.71 5.75 -4.26
H -1.24 4.84 -4.56
H -1.59 5.57 -2.91
H -5.54 1.91 -5.08
H -5.37 0.60 -4.25
C -3.20 -7.11 -3.30
C -2.65 -5.70 -3.55
C -2.25 -4.92 -2.30
O -2.99 -5.30 -1.14
C -2.15 -5.49 -0.01
N -1.51 -5.76 -4.47
H -2.46 -7.71 -2.75
H -3.50 -7.62 -4.21
H -4.03 -7.08 -2.59
H -3.47 -5.20 -4.09
H -2.41 -3.86 -2.54
H -1.18 -5.11 -2.16
H -1.52 -6.37 -0.17
H -2.85 -5.68 0.81
H -1.58 -4.60 0.26
H -1.58 -6.57 -5.08
H -1.41 -4.96 -5.10
C 6.30 -0.74 1.11
C 5.22 -1.80 1.15
C 3.96 -1.39 1.91
O 4.36 -1.32 3.28
C 3.27 -1.26 4.15
N 4.83 -2.26 -0.20
H 7.09 -0.97 0.39
H 6.73 -0.71 2.11
H 5.91 0.26 0.91
H 5.58 -2.68 1.69
H 3.17 -2.13 1.74
H 3.63 -0.38 1.64
H 3.62 -1.25 5.18
H 2.63 -2.15 4.07
H 2.69 -0.34 3.99
H 4.16 -3.03 -0.11
H 5.58 -2.64 -0.76
C 0.73 -5.82 2.52
C -0.37 -4.76 2.54
C -0.77 -4.44 3.98
O 0.28 -3.70 4.55
C 0.09 -3.29 5.88
N 0.14 -3.55 1.80
H 1.02 -6.01 1.49
H 0.37 -6.77 2.93
H 1.57 -5.47 3.12
H -1.22 -5.13 1.95
H -0.87 -5.40 4.50
H -1.74 -3.94 4.12
H 0.14 -4.10 6.62
H -0.93 -2.87 5.96
H 0.81 -2.51 6.09
H -0.68 -3.06 1.46
H 0.47 -2.95 2.56
C -2.46 -3.90 -7.99
C -2.83 -2.68 -7.15
C -1.65 -2.09 -6.40
O -1.12 -3.09 -5.55
C 0.01 -2.67 -4.84
N -3.61 -1.65 -7.82
H -2.10 -4.70 -7.34
H -1.71 -3.65 -8.74
H -3.33 -4.31 -8.53
H -3.46 -3.02 -6.32
H -1.93 -1.19 -5.86
H -0.88 -1.84 -7.15
H 0.99 -2.93 -5.27
H 0.03 -3.15 -3.86
H 0.07 -1.59 -4.66
H -3.13 -1.33 -8.66
H -4.49 -2.03 -8.16
C -2.74 3.69 5.33
C -1.44 3.09 5.92
C -0.77 2.01 5.08
O -1.55 0.85 5.01
C -0.81 -0.17 4.36
N -0.47 4.18 6.11
H -2.71 3.81 4.25
H -2.87 4.67 5.79
H -3.60 3.09 5.63
H -1.75 2.68 6.89
H 0.19 1.80 5.57
H -0.54 2.47 4.11
H -1.48 -1.04 4.32
H 0.07 -0.42 4.96
H -0.59 0.06 3.31
H 0.27 3.97 6.77
H -0.95 4.95 6.55
C -5.94 0.38 3.87
C -4.90 -0.34 2.99
C -3.83 0.65 2.55
O -4.33 1.63 1.63
C -4.70 1.09 0.39
N -4.22 -1.40 3.78
H -6.51 -0.33 4.47
H -6.61 0.94 3.20
H -5.53 1.17 4.51
H -5.36 -0.78 2.11
H -2.98 0.15 2.06
H -3.50 1.24 3.40
H -4.05 0.26 0.10
H -4.64 1.85 -0.39
H -5.76 0.80 0.35
H -3.81 -0.91 4.58
H -4.96 -1.95 4.22
C 3.30 4.09 4.50
C 3.73 5.25 5.38
C 4.98 4.85 6.19
O 5.16 5.84 7.18
C 6.35 5.63 7.91
N 3.97 6.44 4.56
H 3.33 3.14 5.04
H 3.91 3.93 3.61
H 2.29 4.21 4.09
H 2.97 5.55 6.09
H 5.83 4.84 5.49
H 4.79 3.88 6.66
H 7.20 5.69 7.22
H 6.34 4.63 8.36
H 6.47 6.33 8.73
H 4.59 6.20 3.78
H 4.55 7.09 5.09
C 2.69 0.86 -7.10
C 3.22 1.10 -5.69
C 2.06 1.12 -4.69
O 1.30 2.30 -4.90
C 0.06 2.23 -4.26
N 4.16 0.00 -5.41
H 2.12 -0.07 -7.13
H 3.41 0.80 -7.92
H 2.05 1.70 -7.40
H 3.75 2.05 -5.62
H 2.46 1.17 -3.67
H 1.51 0.17 -4.78
H -0.22 3.13 -3.70
H 0.05 1.46 -3.47
H -0.77 2.01 -4.94
H 3.60 -0.84 -5.23
H 4.50 0.09 -4.45
C -1.16 -1.47 -1.12
C -0.04 -0.43 -0.96
C -0.14 0.31 0.36
O 0.78 1.35 0.42
C 0.78 2.08 1.62
N 1.27 -1.05 -1.19
H -2.04 -0.96 -0.71
H -0.95 -2.27 -0.40
H -1.29 -1.77 -2.15
H -0.18 0.29 -1.78
H 0.10 -0.43 1.15
H -1.18 0.63 0.54
H 0.81 1.46 2.52
H -0.11 2.73 1.63
H 1.63 2.76 1.62
H 1.27 -1.96 -0.72
H 2.02 -0.51 -0.78
O 2.47 -4.45 -1.89
H 1.92 -5.23 -2.04
H 3.20 -4.56 -2.50
O -0.33 5.09 3.36
H 0.41 5.72 3.38
H -0.47 4.85 4.30
O -1.08 3.42 -1.05
H -1.68 3.65 -1.79
H -1.19 4.14 -0.40
O 3.18 4.35 0.36
H 2.58 3.87 -0.25
H 3.05 5.28 0.13
O 4.41 0.01 -1.92
H 3.83 -0.43 -2.55
H 4.55 -0.68 -1.23
O 3.03 -1.95 -3.45
H 3.64 -2.69 -3.40
H 2.43 -2.07 -2.70
O -0.78 5.72 0.61
H -0.68 6.67 0.73
H -0.62 5.35 1.50
O 1.65 3.12 -1.68
H 1.80 2.33 -1.14
H 0.72 3.37 -1.48
*
```

Properties
Kohn-Sham gap = 0.3230 Eh

Atom charges from the Mulliken analysis, given in e for atoms 1 to 8: C 0.21; C 0.59; C -1.00; O -0.54; C -0.98; N -0.69; H -0.54; H 0.73

# 6
Here is a molecular structure, C12HCl4F2O7V at a distorted geometry from the Open Molecules 2025 dataset. Energies are from ωB97M-V/def2-TZVPD.

```
! RIJCOSX wB97M-V def2-TZVPD def2/J DEFGRID3
* xyz -1 2
V -0.33 -0.77 -0.94
Cl 3.35 -0.40 4.62
C 2.85 -0.47 2.97
C 3.79 -0.33 1.95
Cl 5.46 -0.08 2.34
C 3.40 -0.39 0.61
Cl 4.52 -0.22 -0.68
C 2.06 -0.58 0.31
O 1.53 -0.66 -0.91
C 1.11 -0.73 1.33
O -0.13 -0.95 0.90
C 1.50 -0.67 2.66
Cl 0.31 -0.86 3.89
O -4.44 3.76 -1.36
C -3.62 2.89 -1.32
C -2.09 3.09 -1.45
O -1.54 4.13 -1.69
C -1.54 1.72 -1.32
C -2.55 0.81 -1.09
O -2.14 -0.44 -0.95
C -3.88 1.40 -1.03
O -4.96 0.89 -0.86
O -0.34 1.28 -1.39
F 0.33 -3.00 -2.52
C -0.56 -2.78 -1.47
F -1.79 -3.14 -1.93
H -0.29 -3.49 -0.68
*
```

Properties
⟨S²⟩ = 0.78
Kohn-Sham gap (alpha / beta) = 0.2616 / 0.2856 Eh

Atom charges from the Mulliken analysis, given in e for atoms 1 to 8: V 0.40; Cl -0.21; C 0.23; C 0.28; Cl -0.21; C -0.10; Cl -0.20; C 0.77

# 7
Here is a molecular structure, C34H44AsIrN3O7S2Se2 from the Open Molecules 2025 dataset. Energies are from ωB97M-V/def2-TZVPD.

```
! RIJCOSX wB97M-V def2-TZVPD def2/J DEFGRID3
* xyz 2 2
Ir -0.57 0.74 -0.26
C 2.82 -1.13 -0.40
Se 1.98 0.62 -0.40
C 2.76 1.34 -2.04
C 3.06 0.37 -3.16
Se 1.52 -0.59 -3.86
C 0.96 0.83 -5.07
H 2.82 -1.50 0.62
H 3.85 -0.98 -0.72
H 2.31 -1.81 -1.07
H 3.70 1.77 -1.68
H 2.11 2.16 -2.34
H 3.79 -0.38 -2.86
H 3.52 0.93 -3.97
H 1.64 0.89 -5.91
H 0.90 1.78 -4.53
H -0.04 0.58 -5.42
C -1.39 4.59 0.06
C -0.26 3.81 -0.58
C 0.95 4.70 -0.83
O 0.19 2.72 0.31
C -0.69 3.14 -1.90
O -0.99 3.84 -2.83
O -0.67 1.83 -1.96
H -1.03 5.11 0.95
H -2.24 3.97 0.33
H -1.73 5.34 -0.66
H 1.28 5.16 0.10
H 0.67 5.48 -1.53
H 1.78 4.14 -1.26
H 0.27 3.03 1.22
S -2.66 1.28 0.36
C -3.83 0.13 -0.12
C -5.17 0.32 0.24
C -6.12 -0.59 -0.18
C -5.75 -1.68 -0.96
C -4.42 -1.87 -1.33
C -3.45 -0.98 -0.90
As -1.60 -1.07 -1.45
C -1.01 -2.84 -0.98
C 0.15 -3.34 -1.57
C 0.67 -4.55 -1.15
C 0.03 -5.26 -0.14
C -1.13 -4.77 0.44
C -1.66 -3.56 0.02
C -1.87 -1.05 -3.35
C -1.79 -2.24 -4.06
C -2.19 -2.28 -5.39
C -2.70 -1.14 -6.00
C -2.81 0.04 -5.27
C -2.39 0.10 -3.95
H -5.45 1.18 0.84
H -7.16 -0.45 0.09
H -6.50 -2.38 -1.30
H -4.15 -2.71 -1.96
H 0.64 -2.79 -2.37
H 1.57 -4.94 -1.60
H 0.44 -6.20 0.20
H -1.63 -5.33 1.22
H -2.56 -3.17 0.48
H -1.44 -3.15 -3.59
H -2.12 -3.21 -5.94
H -3.02 -1.17 -7.03
H -3.21 0.93 -5.74
H -2.46 1.03 -3.41
C 4.68 2.24 5.65
C 4.69 1.15 4.59
S 3.08 0.76 3.94
O 3.24 -0.18 2.85
O 2.35 1.98 3.70
C 2.26 -0.13 5.27
C 0.75 -0.22 5.05
N 0.38 -0.59 3.67
C -0.21 0.24 2.79
N -0.22 -0.31 1.57
C 0.35 -1.55 1.68
C 0.71 -1.73 2.97
N 1.33 -2.90 3.52
O 1.51 -2.94 4.72
O 1.64 -3.76 2.72
C -0.81 1.54 3.19
H 5.70 2.45 5.95
H 4.13 1.94 6.54
H 4.24 3.16 5.26
H 5.11 0.21 4.95
H 5.24 1.45 3.70
H 2.45 0.38 6.21
H 2.72 -1.12 5.30
H 0.28 0.74 5.25
H 0.34 -0.96 5.74
H 0.48 -2.23 0.86
H -1.55 1.39 3.98
H -1.34 1.99 2.35
H -0.04 2.22 3.55
*
```

Properties
⟨S²⟩ = 0.77
Kohn-Sham gap (alpha / beta) = 0.2676 / 0.1711 Eh

Atom charges from the Mulliken analysis, given in e for atoms 1 to 8: Ir 3.11; C -1.09; Se -0.01; C -0.27; C -1.25; Se 0.22; C -0.75; H 0.30

# 8
Here is a molecular structure, C14H28Cl14F6MgN3O12S6 at a distorted geometry from the Open Molecules 2025 dataset. Energies are from ωB97M-V/def2-TZVPD.

```
! RIJCOSX wB97M-V def2-TZVPD def2/J DEFGRID3
* xyz -1 1
Mg 1.47 1.15 3.57
N 0.94 0.93 7.39
S 1.42 1.72 8.67
O 2.17 0.98 9.68
O 0.68 2.94 8.99
F 2.66 2.42 7.88
S -0.15 0.02 8.37
O -1.37 0.67 8.84
O 0.39 -1.09 9.21
F -0.74 -0.78 7.13
N 3.96 -4.07 6.56
S 3.60 -4.23 5.05
O 4.24 -5.29 4.28
O 3.32 -2.93 4.41
F 2.12 -4.79 5.29
S 5.47 -3.38 6.03
O 5.49 -1.98 5.60
O 6.53 -4.26 5.73
F 5.77 -3.13 7.60
N -0.63 0.60 0.39
S -2.19 0.54 0.17
O -2.74 -0.81 0.14
O -2.89 1.58 -0.52
F -2.54 0.89 1.69
S -0.26 0.42 -1.30
O 0.22 1.60 -1.94
O -0.99 -0.56 -2.09
F 1.20 -0.31 -1.02
Cl 1.21 -9.67 -1.06
C 1.05 -8.64 -2.52
C 1.28 -7.18 -2.07
Cl -0.18 -6.59 -1.11
H 0.02 -8.70 -2.87
H 1.77 -8.97 -3.27
H 1.48 -6.55 -2.94
H 2.13 -6.97 -1.41
Cl 5.19 -0.70 -7.83
C 5.52 -2.13 -6.71
C 6.83 -2.81 -7.17
Cl 7.00 -4.41 -6.47
H 4.56 -2.65 -6.72
H 5.58 -1.83 -5.67
H 7.62 -2.15 -6.82
H 6.83 -2.82 -8.26
Cl 3.26 8.23 -3.91
C 2.03 7.37 -4.78
C 2.75 6.37 -5.75
Cl 3.66 7.25 -6.90
H 1.48 8.12 -5.34
H 1.33 6.92 -4.07
H 2.15 5.66 -6.31
H 3.46 5.77 -5.18
Cl -8.28 -4.96 -4.66
C -7.07 -3.93 -3.78
C -6.76 -2.60 -4.54
Cl -8.19 -1.49 -4.59
H -6.21 -4.49 -3.40
H -7.63 -3.76 -2.86
H -6.51 -2.85 -5.57
H -5.94 -2.11 -4.01
Cl -7.37 6.40 -6.79
C -6.49 7.11 -5.42
C -5.91 6.04 -4.51
Cl -4.51 5.34 -5.36
H -7.21 7.75 -4.92
H -5.73 7.79 -5.80
H -6.64 5.26 -4.30
H -5.56 6.40 -3.54
Cl 7.80 2.93 -2.18
C 8.46 3.36 -0.63
C 7.43 4.10 0.26
Cl 6.17 2.98 0.83
H 9.15 4.17 -0.85
H 8.83 2.41 -0.24
H 6.92 4.88 -0.32
H 7.78 4.59 1.17
Cl -7.88 -0.69 6.39
C -8.28 -1.24 8.08
C -9.59 -0.58 8.50
Cl -10.99 -1.06 7.48
H -7.52 -0.88 8.78
H -8.18 -2.32 8.08
H -9.49 0.50 8.54
H -9.78 -0.87 9.54
*
```

Properties
Kohn-Sham gap = 0.0883 Eh

Atom charges from the Mulliken analysis, given in e for atoms 1 to 8: Mg 1.46; N -0.17; S 1.04; O -0.50; O -0.56; F -0.33; S 1.03; O -0.54

# 9
Here is 2 unconnected molecules or ions with the total composition Cl2HP at a distorted geometry from the Open Molecules 2025 dataset. Energies are from ωB97M-V/def2-TZVPD.

```
! RIJCOSX wB97M-V def2-TZVPD def2/J DEFGRID3
* xyz 0 3
P 1.67 1.13 -0.41
Cl 1.93 -0.23 0.94
Cl -1.75 -0.77 0.34
H -1.85 -0.13 -0.87
*
```

Properties
⟨S²⟩ = 2.00
Kohn-Sham gap (alpha / beta) = 0.3394 / 0.3940 Eh

And the Mulliken charges, in e, turn out to be: P 0.09; Cl -0.08; Cl -0.26; H 0.26